1.
Density functional theory data (ωB97M-V/def2-TZVPD) for C26H34CeN3O4P2 as an isolated structure at a distorted geometry.

Its HOMO-LUMO gap (spin up / spin down) is 7.3 / 7.3 eV. As for the net charge: +2. For the HOMO energy (spin up / spin down), the calculation gives -13.2 / -13.2 eV. The spin multiplicity is 2.

Each line ends with the Mulliken charge.
Atoms and positions in Å:
Ce (-0.783, -1.145, 0.455)  1.056
P (-0.231, -0.567, -2.353)  0.993
C (1.254, -1.691, -2.259)  -1.310
C (2.258, -1.325, -1.167)  0.719
N (1.791, -0.844, 0.017)  0.261
C (2.697, -0.274, 0.866)  0.273
C (4.075, -0.370, 0.644)  -0.897
C (4.534, -1.017, -0.490)  -0.576
C (3.622, -1.477, -1.416)  -0.916
C (2.222, 0.557, 2.043)  -1.069
P (0.447, 0.304, 2.561)  0.894
H (3.924, -1.930, -2.353)  0.507
H (4.756, 0.063, 1.380)  0.512
H (5.591, -1.126, -0.663)  0.459
H (2.853, 0.336, 2.921)  0.546
H (2.307, 1.644, 1.832)  0.483
H (0.894, -2.741, -2.142)  0.421
H (1.721, -1.570, -3.251)  0.580
H (-1.290, -4.086, 1.783)  0.254
O (-0.929, -3.617, 0.987)  -0.517
H (-0.361, -4.261, 0.545)  0.276
H (-2.994, -1.914, 2.957)  0.270
O (-2.208, -2.476, 3.116)  -0.558
H (-2.366, -2.730, 4.046)  0.294
C (0.771, -1.048, 3.748)  -1.404
H (1.386, -0.660, 4.565)  0.490
H (-0.181, -1.421, 4.139)  0.301
H (1.297, -1.865, 3.236)  0.388
C (0.261, 1.754, 3.608)  -1.342
H (-0.778, 1.779, 3.978)  0.413
H (0.959, 1.742, 4.462)  0.443
H (0.436, 2.642, 2.975)  0.426
C (0.416, 0.762, -3.379)  -1.258
H (0.671, 0.383, -4.386)  0.459
H (-0.344, 1.558, -3.455)  0.290
H (1.303, 1.186, -2.886)  0.351
C (-1.226, -1.490, -3.591)  -1.352
H (-2.166, -0.927, -3.713)  0.381
H (-0.689, -1.556, -4.548)  0.454
H (-1.439, -2.491, -3.183)  0.375
O (-2.948, -0.533, 0.958)  -0.699
C (-2.978, 0.626, 0.372)  -0.007
N (-3.987, 1.540, 0.332)  0.223
C (-3.653, 2.630, -0.556)  3.254
C (-2.160, 2.318, -0.822)  -0.841
O (-1.388, 3.053, -1.422)  -0.642
N (-1.865, 1.064, -0.261)  0.340
C (-4.501, 2.513, -1.839)  -0.939
C (-3.915, 2.204, -3.069)  -0.277
C (-4.715, 2.133, -4.212)  -0.821
C (-6.086, 2.386, -4.126)  -0.520
C (-6.675, 2.683, -2.887)  -0.910
C (-5.881, 2.750, -1.739)  0.173
C (-3.793, 3.956, 0.180)  -0.419
C (-4.302, 5.063, -0.503)  -0.263
C (-4.324, 6.298, 0.137)  -0.948
C (-3.814, 6.427, 1.427)  -0.547
C (-3.311, 5.311, 2.104)  -0.812
C (-3.310, 4.058, 1.490)  -0.307
H (-4.941, 1.353, 0.639)  0.309
H (-2.841, 2.038, -3.168)  0.572
H (-4.244, 1.902, -5.164)  0.446
H (-6.713, 2.334, -5.018)  0.408
H (-7.744, 2.885, -2.799)  0.415
H (-6.328, 3.007, -0.771)  0.409
H (-4.700, 4.962, -1.517)  0.454
H (-4.724, 7.149, -0.403)  0.422
H (-3.785, 7.402, 1.903)  0.405
H (-2.900, 5.398, 3.103)  0.419
H (-2.963, 3.163, 2.022)  0.336

---

2.
Density functional theory data (ωB97M-V/def2-TZVPD) for an isolated molecule of C6H10 at a distorted geometry.

As for the SMILES: C[C@H]1C[C@H]2C[C@H]21. Its HOMO-LUMO gap is 8.8 eV. The energy relative to the best compared isomer or geometry (same formula, charge and spin) comes out at 395.5 kJ/mol. As for the net charge: 0. For the HOMO energy, the calculation gives -7.6 eV. The spin multiplicity is 1.

Each line ends with the Mulliken charge.
Atoms and positions in Å:
C (-0.828, -0.856, 1.311)  -1.407
C (-0.554, 0.490, 0.636)  0.022
C (0.916, 0.970, 0.646)  -0.572
C (1.043, 0.576, -0.813)  -0.657
C (0.088, -0.876, -1.440)  -0.995
C (-0.430, 0.386, -0.908)  0.241
H (-1.121, -0.730, 2.360)  0.386
H (-1.631, -1.376, 0.772)  0.316
H (0.048, -1.513, 1.288)  0.330
H (-1.284, 1.223, 0.992)  0.427
H (0.919, 1.965, 0.020)  0.222
H (1.605, 0.771, 1.506)  0.320
H (1.914, 0.776, -1.409)  0.444
H (0.431, -1.723, -0.876)  0.252
H (-0.074, -1.065, -2.516)  0.286
H (-1.042, 0.982, -1.567)  0.385